# 1
Density functional theory data (ωB97M-V/def2-TZVPD) for 7 unconnected molecules or ions with the total composition C19H42N2O7S4 in a non-equilibrium geometry.

The geometry in XYZ format:
```
74
Properties=species:S:1:pos:R:3
C -0.43 0.73 0.67
C 1.08 0.42 0.58
O 1.28 -0.59 1.54
C 0.12 -0.85 2.20
O 0.00 -1.68 3.01
O -0.85 0.03 1.84
H -0.95 0.39 -0.22
H -0.57 1.79 0.84
H 1.63 1.34 0.76
H 1.26 0.03 -0.41
C -2.00 4.30 4.06
C -0.66 3.85 4.59
C -0.34 2.37 4.33
C -1.00 1.46 5.25
N -1.50 0.75 6.01
H -2.05 4.18 2.98
H -2.13 5.38 4.20
H -2.88 3.85 4.52
H -0.73 3.88 5.69
H 0.18 4.52 4.39
H 0.72 2.12 4.23
H -0.70 2.12 3.32
C -4.89 -1.50 0.53
C -3.36 -1.33 0.56
C -2.77 -1.76 1.89
C -3.23 -0.91 3.01
N -3.55 -0.20 3.85
H -5.41 -0.64 0.97
H -5.19 -2.39 1.07
H -5.28 -1.58 -0.49
H -3.03 -0.39 0.11
H -2.97 -2.01 -0.20
H -1.68 -1.72 1.88
H -3.12 -2.76 2.17
C -1.36 -4.02 -2.39
S -0.35 -3.72 -0.96
O -0.59 -2.29 -0.59
C -1.22 -4.75 0.22
H -1.03 -3.36 -3.21
H -2.40 -3.71 -2.28
H -1.26 -5.06 -2.69
H -0.93 -5.80 0.07
H -2.30 -4.81 0.04
H -0.97 -4.40 1.22
C 5.36 -3.64 -0.91
S 4.60 -2.44 -2.04
O 4.53 -3.10 -3.37
C 2.95 -2.50 -1.37
H 6.43 -3.71 -1.06
H 4.87 -4.58 -1.18
H 5.05 -3.35 0.09
H 2.34 -1.69 -1.73
H 2.97 -2.43 -0.28
H 2.56 -3.50 -1.55
C 3.00 4.11 -1.68
S 3.87 3.27 -3.02
O 5.23 3.84 -3.01
C 4.05 1.63 -2.35
H 2.00 3.71 -1.52
H 2.84 5.10 -2.12
H 3.66 4.18 -0.82
H 4.74 1.66 -1.50
H 4.56 1.03 -3.11
H 3.13 1.13 -2.04
C -0.65 3.16 -4.12
S -0.25 1.56 -3.42
O 0.41 1.80 -2.10
C -1.88 0.88 -3.11
H -1.23 3.74 -3.39
H -1.26 3.02 -5.01
H 0.27 3.67 -4.37
H -2.22 1.07 -2.09
H -1.81 -0.20 -3.26
H -2.69 1.28 -3.72
```

Energy above the lowest of the compared OMol25 structures with the same formula, charge and spin, kcal per mole: 0.0

These are the Mulliken partial charges, in e, on atoms 1 to 5: -0.101, 0.309, -0.439, 0.626, -0.504

---

# 2
Density functional theory data (ωB97M-V/def2-TZVPD) for 2 unconnected molecules or ions with the total composition C16H37BrNO8P2SSi2 in a non-equilibrium geometry.

The geometry in XYZ format:
```
68
Properties=species:S:1:pos:R:3
C -3.70 -3.61 1.83
C -3.76 -2.22 2.73
C -2.50 -1.19 2.44
C -2.12 -0.24 3.75
C -2.62 -0.36 1.03
C -1.96 -1.27 -0.19
C -1.29 -0.40 -1.40
O -2.25 0.26 -2.31
C -2.70 -0.62 -3.40
C -2.84 -2.25 -3.35
O -3.08 -0.01 -4.55
O -1.65 0.76 1.28
S -2.13 2.31 0.67
O -2.26 3.28 1.88
O -1.34 2.88 -0.53
O -3.58 1.74 -0.02
C -3.98 0.44 0.63
P -5.21 1.04 1.95
O -6.57 0.20 2.04
P -5.13 -0.28 -0.76
O -5.94 -1.73 -0.22
Br -6.73 1.32 -1.25
H -2.61 -4.06 1.94
H -4.50 -4.37 2.24
H -3.98 -3.34 0.72
H -4.82 -1.71 2.70
H -3.61 -2.58 3.86
H -1.55 -1.90 2.32
H -2.36 -0.85 4.72
H -2.59 0.83 3.71
H -0.94 -0.09 3.68
H -1.10 -2.01 0.19
H -2.82 -2.01 -0.58
H -0.64 -1.16 -2.04
H -0.52 0.43 -1.04
H -3.98 -2.53 -3.20
H -2.51 -2.65 -4.43
H -2.13 -2.79 -2.57
H -5.63 2.40 1.56
H -4.71 1.15 3.29
H -5.76 -1.93 0.75
C 7.05 0.87 -3.15
Si 6.12 0.79 -1.51
C 7.12 1.77 -0.26
C 6.09 -1.01 -0.97
N 4.53 1.45 -1.76
Si 3.38 1.54 -0.46
C 3.96 2.63 0.95
C 2.92 -0.14 0.23
C 1.79 2.31 -1.15
H 8.06 0.46 -3.03
H 6.53 0.28 -3.92
H 7.14 1.90 -3.50
H 8.18 1.47 -0.30
H 6.78 1.58 0.76
H 7.06 2.84 -0.46
H 5.42 -1.59 -1.60
H 5.77 -1.11 0.07
H 7.09 -1.44 -1.05
H 4.73 2.14 1.54
H 3.12 2.85 1.63
H 4.35 3.58 0.58
H 2.70 -0.85 -0.58
H 2.03 -0.06 0.86
H 3.72 -0.56 0.84
H 1.39 1.70 -1.96
H 1.99 3.32 -1.53
H 1.04 2.38 -0.36
```

Net charge: -1
Total energy, Eh: -5522.28713

These are the Mulliken partial charges, in e, on atoms 1 to 5: -0.837, -0.523, -0.282, -1.014, 0.710

---

# 3
Density functional theory data (ωB97M-V/def2-TZVPD) for 3 unconnected molecules or ions with the total composition C18H35BrN3O3 in a non-equilibrium geometry.

The geometry in XYZ format:
```
60
Properties=species:S:1:pos:R:3
O 0.65 -6.71 -4.25
C -0.12 -5.72 -3.79
O -1.48 -5.40 -4.34
C 0.35 -4.75 -2.51
C -0.49 -4.91 -1.09
C 0.01 -3.91 0.15
N 1.13 -2.90 -0.05
Br 1.58 -1.78 1.42
C 1.91 -2.72 -1.36
O 2.96 -1.70 -1.49
C 1.58 -3.65 -2.70
H -2.09 -5.86 -3.66
H -1.39 -5.66 -0.94
H -0.58 -4.01 1.16
H 3.75 -2.13 -1.93
H 2.18 -3.52 -3.72
C 4.12 3.56 4.64
C 4.00 2.96 3.24
N 2.65 2.47 2.91
C 2.61 1.68 1.68
C 2.95 2.39 0.37
C 1.56 3.44 3.07
C 1.64 4.73 2.25
H 3.82 2.84 5.41
H 5.16 3.84 4.83
H 3.52 4.47 4.75
H 4.70 2.12 3.20
H 4.35 3.70 2.51
H 1.63 1.21 1.59
H 3.31 0.84 1.80
H 2.12 3.02 0.03
H 3.13 1.65 -0.41
H 3.85 3.00 0.45
H 1.48 3.71 4.13
H 0.60 2.94 2.85
H 2.64 5.16 2.25
H 0.96 5.47 2.68
H 1.32 4.57 1.22
C -0.97 -0.66 -2.09
C -2.43 -1.07 -1.89
N -2.99 -0.67 -0.59
C -4.29 -1.27 -0.31
C -5.46 -0.89 -1.21
C -2.88 0.75 -0.25
C -3.53 1.76 -1.20
H -0.33 -1.07 -1.30
H -0.61 -1.06 -3.05
H -0.85 0.42 -2.12
H -2.47 -2.16 -1.96
H -3.02 -0.67 -2.72
H -4.57 -1.07 0.73
H -4.17 -2.37 -0.36
H -5.84 0.10 -0.98
H -6.29 -1.59 -1.06
H -5.20 -0.93 -2.27
H -1.82 1.01 -0.16
H -3.28 0.92 0.76
H -3.35 1.52 -2.25
H -3.12 2.75 -1.02
H -4.61 1.82 -1.04
```

Net charge: +1
Total energy, Eh: -3670.19682

These are the Mulliken partial charges, in e, on atoms 1 to 5: -0.408, 0.068, -0.391, 0.698, -0.454